[1]
C11H12B11Br6N4OReS2Se | ωB97M-V with the def2-TZVPD basis set

Calculated values
2S+1   2
Gap between HOMO and LUMO (spin up / spin down)   5.346 / 4.615 eV
⟨S²⟩   1.00
Total charge   +1
E_tot   -19714.36409 Ha
E_HOMO (spin up / spin down)   -12.1 / -12.1 eV

Atoms and positions in Å:
Re: -1.294 0.580 -0.136
Br: 0.952 -0.224 1.170
B: 2.426 0.980 0.594
B: 3.525 1.800 1.686
C: 3.902 3.231 0.849
B: 2.303 2.721 0.796
B: 3.069 3.471 -0.612
B: 4.777 3.019 -0.592
B: 5.055 1.987 0.826
B: 4.113 0.493 0.637
Br: 4.644 -1.215 1.365
B: 4.906 1.255 -0.783
Br: 6.406 0.425 -1.657
B: 3.661 2.189 -1.687
Br: 3.710 2.395 -3.608
B: 2.151 1.996 -0.799
Br: 0.387 1.860 -1.710
B: 3.258 0.612 -0.934
Br: 2.744 -0.942 -1.966
H: 3.485 1.766 2.867
H: 4.119 4.107 1.441
H: 1.449 3.298 1.381
H: 2.729 4.550 -0.962
H: 5.600 3.799 -0.922
H: 6.065 2.084 1.431
S: -1.263 2.243 1.554
C: -1.805 1.405 2.908
C: -1.727 2.092 4.170
N: -1.640 2.650 5.171
C: -2.320 0.110 2.843
S: -2.412 -0.778 1.401
C: -2.857 -0.511 4.020
N: -3.305 -1.014 4.952
Se: -3.097 1.406 -1.244
N: -1.793 -1.126 -5.621
C: -1.422 -2.286 -5.028
O: -1.353 -3.339 -5.615
C: -1.070 -2.251 -3.552
C: -0.591 -3.429 -2.993
C: -0.257 -3.452 -1.654
C: -0.437 -2.312 -0.901
N: -0.910 -1.161 -1.425
C: -1.199 -1.146 -2.744
H: -2.029 -1.165 -6.599
H: -1.875 -0.246 -5.149
H: -0.493 -4.297 -3.632
H: 0.139 -4.341 -1.184
H: -0.205 -2.319 0.151
H: -1.526 -0.194 -3.135

Atom charges from the natural (NBO) analysis, given in e for atoms 1 to 8: number 1, Re, carries 0.11; number 2, Br, carries 0.17; number 3, B, carries -0.07; number 4, B, carries -0.08; number 5, C, carries -0.52; number 6, B, carries -0.13; number 7, B, carries -0.09; number 8, B, carries -0.08

=====

[2]
C11H12BCl3O2 | ωB97M-V with the def2-TZVPD basis set

Calculated values
Gap between HOMO and LUMO   7.121 eV
Total charge   0
Energy relative to the best compared isomer or geometry (same formula, charge and spin)   0.0 kcal per mole
E_tot   -1982.34672 Ha
E_HOMO   -8.9 eV

Atoms and positions in Å:
Cl: -0.008 4.455 0.935
B: -0.375 3.207 -0.374
Cl: -2.238 3.031 -0.623
Cl: 0.422 3.667 -2.013
O: 0.159 1.912 0.047
C: 0.113 0.881 -0.737
C: 1.231 -0.023 -0.681
C: 1.407 -1.023 -1.654
C: 2.483 -1.900 -1.542
C: 3.387 -1.794 -0.480
C: 3.205 -0.791 0.487
C: 2.137 0.092 0.401
H: -0.494 0.969 -1.640
H: 0.719 -1.052 -2.503
H: 2.641 -2.666 -2.309
H: 4.225 -2.481 -0.394
H: 3.908 -0.677 1.305
H: 2.018 0.912 1.107
C: -1.554 -1.220 1.238
C: -2.654 -0.529 2.073
O: -3.518 0.215 1.140
C: -2.954 0.112 -0.063
C: -1.785 -0.621 -0.118
H: -0.560 -1.007 1.648
H: -1.694 -2.313 1.231
H: -3.266 -1.250 2.630
H: -2.230 0.197 2.775
H: -3.416 0.672 -0.870
H: -1.309 -0.977 -1.016

Atom charges from the natural (NBO) analysis, given in e for atoms 1 to 8: number 1, Cl, carries -0.22; number 2, B, carries 0.41; number 3, Cl, carries -0.28; number 4, Cl, carries -0.26; number 5, O, carries -0.62; number 6, C, carries 0.49; number 7, C, carries -0.23; number 8, C, carries -0.09

=====

[3]
C11H12BrClEu | ωB97M-V with the def2-TZVPD basis set

Calculated values
2S+1   7
Gap between HOMO and LUMO (spin up / spin down)   5.976 / 7.414 eV
⟨S²⟩   12.43
Total charge   -1
E_tot   -4170.90523 Ha
E_HOMO (spin up / spin down)   -4.2 / -4.4 eV

Atoms and positions in Å:
C: -2.014 -0.755 0.153
C: -1.694 -1.238 1.465
C: -1.704 -0.128 2.352
H: -1.411 -2.252 1.733
C: -2.017 1.040 1.592
C: -2.186 0.665 0.222
H: -2.451 1.326 -0.609
H: -2.104 -1.380 -0.741
H: -1.546 -0.179 3.437
H: -2.113 2.044 2.025
Eu: 0.653 -0.706 0.301
Br: 0.632 -3.457 0.054
C: 2.146 0.843 -1.753
C: 1.038 1.617 -2.179
C: 0.054 0.741 -2.710
H: 1.002 2.702 -2.230
C: 0.543 -0.583 -2.620
C: 1.843 -0.530 -2.022
H: 2.447 -1.391 -1.748
H: 3.097 1.226 -1.393
H: -0.838 1.052 -3.241
H: 0.076 -1.469 -3.034
Cl: 1.473 -1.031 3.563
C: 1.656 0.277 2.541
H: 0.765 0.898 2.406
H: 2.652 0.668 2.436

Atom charges from the natural (NBO) analysis, given in e for atoms 1 to 8: number 1, C, carries -0.42; number 2, C, carries -0.41; number 3, C, carries -0.33; number 4, H, carries 0.24; number 5, C, carries -0.34; number 6, C, carries -0.32; number 7, H, carries 0.22; number 8, H, carries 0.23